1.
Below is a molecular structure, C18H8Br2F9NOPPd at a distorted geometry, with properties calculated with ωB97M-V/def2-TZVPD.

XYZ file:
```
41
Properties=species:S:1:pos:R:3:forces:R:3:mulliken_spin:R:1
Pd -0.20248 0.28312 -0.69316 -0.583 0.277 -0.390 0.00
Br -1.51472 -4.68408 0.04476 0.063 -0.042 0.061 0.09
C -1.85493 -3.24637 -1.05042 0.073 0.509 -0.201 0.48
C -3.15522 -3.18869 -1.74607 -0.084 0.166 0.077 0.08
C -4.66569 -1.68327 -1.14902 0.111 -0.026 -0.027 -0.02
Br -6.43827 -1.01627 -1.55645 -0.076 0.053 -0.050 0.00
C -4.07852 -0.73644 -0.13408 -0.256 -0.049 0.191 0.00
C -4.42135 -0.42340 1.16895 -0.044 -0.154 -0.065 0.00
C -3.58644 0.44010 1.87454 0.059 0.060 0.070 0.00
C -2.40724 0.89808 1.30638 -0.003 -0.141 -0.050 0.00
N -2.08161 0.59437 0.04124 0.109 0.553 0.197 -0.01
C -2.96247 -0.11187 -0.66004 0.013 -0.093 -0.600 0.00
C -0.79737 -2.25135 -1.25920 -0.161 0.027 -0.589 0.03
O 0.25237 -2.26136 -0.64853 0.500 -0.634 0.017 0.20
H -3.13723 -3.93739 -2.54076 -0.049 0.001 -0.015 0.04
H -5.30190 -0.84502 1.63790 0.007 0.007 -0.008 0.00
H -3.82238 0.72351 2.89020 0.005 -0.006 -0.006 0.00
H -1.68798 1.48539 1.86038 0.002 0.010 0.016 0.00
F -7.69674 -3.82912 -4.30752 0.071 -0.084 0.000 0.00
C -6.67024 -4.60054 -3.89654 0.007 0.028 -0.042 0.00
F -6.13478 -5.16024 -5.00050 -0.067 0.014 0.084 0.00
F -7.18417 -5.59078 -3.15526 0.003 0.054 -0.063 0.00
C -5.64452 -3.77354 -3.16201 0.050 0.102 -0.134 0.01
C -5.49479 -3.97235 -1.85185 0.075 -0.020 0.142 0.00
C -4.51978 -3.22522 -0.97658 0.057 -0.079 -0.007 0.04
C -3.55634 -1.76445 -2.27427 0.009 -0.113 -0.073 0.03
C -4.07125 -1.86585 -3.67507 0.079 0.137 0.071 -0.01
C -4.97863 -2.77317 -4.03157 -0.138 -0.124 0.002 0.00
C -2.52944 -0.75621 -1.87349 -0.714 0.105 -0.264 0.06
C -1.19780 -0.91996 -1.89470 0.703 -0.604 1.537 0.01
H -6.09654 -4.73589 -1.37785 -0.012 0.030 0.018 0.00
H -4.50513 -3.59710 0.04592 -0.032 -0.026 -0.002 -0.01
H -3.69056 -1.17212 -4.41466 -0.006 -0.003 0.027 0.00
H -5.29620 -2.78087 -5.06674 -0.013 -0.016 0.012 0.00
F 2.02040 0.40315 -1.05408 -0.044 -0.054 0.013 0.00
P 2.42187 1.38303 0.27154 0.299 0.148 0.043 0.00
F 3.35882 2.23830 -0.67500 -0.012 -0.020 -0.005 0.00
F 1.33704 0.48320 1.14407 0.043 -0.007 0.067 0.00
F 3.57337 0.36813 0.64674 0.015 -0.022 -0.003 0.00
F 2.69744 2.30812 1.53025 -0.034 -0.055 -0.015 0.00
F 1.12378 2.30188 -0.15013 -0.024 0.094 -0.035 0.00
```
Positions in Å, forces in eV/Å.

Results
Total charge: 0
LUMO (spin up / spin down) in eV: -1.79 / -2.46
ΔE to the lowest compared entry with this formula, charge and spin in kcal/mol: 16.1
Molecular weight in g mol⁻¹: 722.452
Electronic energy in eV: -199645.55189
2S+1: 2


2.
Below is a molecular structure, C18H9Br4ClN2O3V at a distorted geometry, with properties calculated with ωB97M-V/def2-TZVPD.

XYZ file:
```
38
Properties=species:S:1:pos:R:3:forces:R:3:mulliken_spin:R:1
V -0.56521 0.22951 0.28901 -0.242 -0.890 -0.430 1.73
Br -4.94584 -4.54111 3.14361 -0.026 -0.027 0.013 0.00
C -3.49467 -3.34263 2.90783 0.004 0.028 -0.076 0.00
C -2.54875 -3.17114 3.89842 0.052 0.015 0.047 0.00
Br -2.67080 -4.13199 5.53059 -0.029 -0.033 0.036 0.00
C -1.47672 -2.27703 3.71181 -0.065 0.043 -0.186 0.02
Br -0.11522 -2.00998 4.99717 0.011 -0.032 0.077 0.00
C -1.34926 -1.54597 2.53077 0.117 0.110 -0.021 -0.01
O -0.39691 -0.73352 2.23606 0.099 -0.021 0.117 -0.01
C -2.35686 -1.70700 1.51319 0.319 0.123 -0.277 -0.01
O -2.15586 -0.99853 0.44049 -0.352 -0.034 -0.119 0.03
C -3.38562 -2.61163 1.70258 -0.040 0.035 0.228 0.02
Br -4.63386 -2.79139 0.29047 -0.026 -0.013 -0.028 0.00
N -0.63743 0.57839 -1.42845 0.396 0.211 -0.079 0.02
C -0.34113 1.20480 -2.58986 -0.305 -0.394 0.444 0.00
C 0.17108 2.52143 -2.64434 0.106 0.173 -0.093 0.03
C 0.48116 3.12922 -3.84991 -0.009 -0.014 0.094 -0.01
C 0.29813 2.47063 -5.06289 -0.013 -0.036 0.010 0.03
C -0.20396 1.16934 -5.03150 -0.017 -0.024 0.058 -0.01
C -0.51537 0.55047 -3.83464 -0.010 0.049 -0.168 0.03
H 0.33073 3.04610 -1.70955 -0.007 -0.023 0.014 0.01
H 0.87962 4.13933 -3.83789 -0.003 0.005 -0.025 0.00
H 0.54225 2.95266 -6.00201 0.008 -0.002 -0.003 0.00
H -0.35194 0.62381 -5.95893 0.002 0.022 -0.015 0.00
H -0.90220 -0.46121 -3.81659 -0.001 -0.001 0.000 0.00
Cl 4.30918 2.47042 2.44302 -0.062 -0.131 -0.085 0.01
C 3.47018 1.20060 1.53950 0.168 0.146 0.148 -0.13
C 4.19444 0.05539 1.15553 -0.084 0.026 -0.035 0.45
C 3.42883 -0.88916 0.41941 0.047 -0.040 -0.054 -0.05
C 2.11894 -0.66199 0.13197 -0.011 0.211 0.135 0.16
N 1.42402 0.46376 0.54200 0.342 -0.134 0.016 0.22
C 2.15473 1.38644 1.25586 -0.123 -0.035 -0.044 0.16
H 5.23471 -0.07688 1.40583 -0.001 -0.010 0.000 0.05
H 3.87597 -1.81043 0.06461 0.044 0.022 0.014 -0.01
H 1.54237 -1.38050 -0.43879 0.007 -0.012 -0.028 0.04
H 1.63824 2.27635 1.58887 -0.018 -0.002 -0.004 0.03
O -1.77444 2.82104 1.40121 0.028 0.114 -0.019 0.13
C -1.27248 1.85239 1.06555 -0.307 0.577 0.339 0.08
```
Positions in Å, forces in eV/Å.

Results
Total charge: -2
LUMO (spin up / spin down) in eV: 4.13 / 4.13
ΔE to the lowest compared entry with this formula, charge and spin in kcal/mol: 15.6
Molecular weight in g mol⁻¹: 707.294
Electronic energy in eV: -346316.18488
2S+1: 4


3.
Below is a molecular structure, C18H9F5N2PdSSe, with properties calculated with ωB97M-V/def2-TZVPD.

XYZ file:
```
37
Properties=species:S:1:pos:R:3:forces:R:3:nbo_charge:R:1
Pd 0.08107 0.08535 -0.90348 -0.089 0.426 -0.107 0.51
F -2.70177 -2.10288 5.13628 -0.057 -0.016 0.052 -0.32
C -2.13458 -1.27235 4.23818 -0.002 -0.059 -0.050 0.21
C -2.53866 -1.27521 2.91793 -0.054 0.014 0.063 0.29
F -3.52906 -2.10629 2.54367 -0.052 -0.006 -0.050 -0.32
C -1.95321 -0.42272 2.00427 0.295 0.195 0.036 0.29
F -2.45032 -0.44030 0.76684 -0.092 -0.037 -0.164 -0.30
C -0.87975 0.42995 2.32450 -0.157 -0.201 0.261 -0.24
S -0.00642 1.40814 1.19668 -0.127 -0.121 -0.455 -0.29
C -0.54602 0.42940 3.68708 0.050 0.000 -0.197 0.30
F 0.41846 1.24934 4.13339 0.063 -0.012 0.078 -0.31
C -1.14008 -0.39743 4.61784 0.017 0.057 0.115 0.25
F -0.75803 -0.36271 5.91157 0.052 0.006 0.020 -0.32
Se 1.62142 -1.63078 -3.48207 0.083 -0.049 -0.197 0.58
N 0.29431 -1.57286 -2.20360 -0.186 0.512 0.160 -0.76
C 0.92555 -1.91069 -1.03279 0.030 -0.721 0.248 0.08
C 0.21411 -2.10054 0.17195 0.242 -0.089 -0.214 -0.30
C 0.92629 -2.39921 1.35292 -0.059 0.042 0.176 -0.37
C 2.31371 -2.45733 1.31628 -0.064 0.058 -0.173 -0.17
C 3.04754 -2.28277 0.14641 -0.054 -0.040 0.179 -0.36
C 2.38438 -2.03100 -1.08139 0.113 0.051 -0.197 0.13
N 2.96340 -1.90704 -2.26407 0.064 0.048 0.151 -0.76
H -0.85524 -2.26129 0.11371 -0.048 0.195 0.003 0.22
H 0.39131 -2.54593 2.28431 0.009 0.007 -0.006 0.19
H 2.84892 -2.64721 2.24249 0.022 -0.028 -0.007 0.18
H 4.12880 -2.35426 0.15504 -0.009 0.037 -0.020 0.19
C -0.34622 3.89624 -4.05150 -0.002 -0.026 0.006 -0.28
C -0.35403 2.58653 -4.51574 -0.026 0.029 0.031 -0.26
C -0.27008 1.52379 -3.62033 -0.031 0.014 -0.063 -0.19
C -0.18243 1.70213 -2.23555 0.085 -0.222 0.364 -0.28
C -0.18909 3.03667 -1.80050 -0.007 0.029 -0.087 -0.26
C -0.26079 4.11320 -2.68180 -0.015 -0.021 0.028 -0.25
H -0.40368 4.73091 -4.74286 0.001 0.008 -0.010 0.18
H -0.41975 2.39186 -5.58315 0.005 -0.014 0.000 0.18
H -0.25544 0.51938 -4.02917 0.011 -0.066 0.011 0.18
H -0.13539 3.24865 -0.73827 -0.010 0.006 0.011 0.21
H -0.24923 5.12927 -2.29505 0.000 -0.006 0.003 0.18
```
Positions in Å, forces in eV/Å.

Results
Total charge: -2
LUMO in eV: 4.81
ΔE to the lowest compared entry with this formula, charge and spin in kcal/mol: 0.0
Molecular weight in g mol⁻¹: 565.721
Electronic energy in eV: -115039.79587